1.
The following is a quantum chemistry calculation of 2 unconnected molecules or ions with the total composition C2HClNO4, from the Open Molecules 2025 dataset.

Atoms and positions in Å:
C (0.557, 1.536, 0.253)
C (1.994, 0.473, -1.505)
N (0.406, 0.954, 1.294)
O (2.817, 0.282, -0.662)
O (0.292, 2.531, -0.352)
O (1.601, 0.825, -2.505)
O (0.347, -0.280, 1.734)
Cl (0.301, -0.835, -0.955)
H (0.422, -0.978, 0.948)

Its spin multiplicity is 1. The total charge is -1. The value obtained for the orbital gap is 8.7284 eV. The calculation puts the LUMO energy at 3.8 eV. For the HOMO energy, the calculation gives -4.9424 eV.

2.
The following is a quantum chemistry calculation of a single C2HClO molecule, from the Open Molecules 2025 dataset.

Atoms and positions in Å:
O (0.958, 1.591, 2.224)
C (0.821, 0.901, 1.301)
C (0.584, -0.009, 0.450)
Cl (1.874, -1.205, 0.504)
H (-0.269, -0.319, -0.205)

Its spin multiplicity is 1. The value obtained for the orbital gap is 9.3170 eV. The calculation puts the LUMO energy at 0.0 eV. The structure (SMILES) is O=C=CCl. For the HOMO energy, the calculation gives -9.3214 eV.

3.
The following is a quantum chemistry calculation of a single C2HClO molecule, from the Open Molecules 2025 dataset.

Atoms and positions in Å:
C (0.452, 0.389, -0.076)
C (-0.550, -0.469, -0.448)
O (1.355, -0.300, 0.418)
Cl (-1.634, -1.091, 0.650)
H (0.377, 1.471, -0.544)

Its spin multiplicity is 1. The value obtained for the orbital gap is 8.3816 eV. The calculation puts the LUMO energy at -1.1 eV. For the HOMO energy, the calculation gives -9.4357 eV.

4.
The following is a quantum chemistry calculation of 2 unconnected molecules or ions with the total composition C2HClO, from the Open Molecules 2025 dataset.

Atoms and positions in Å:
C (-0.378, 1.363, -0.644)
C (0.359, -1.915, 0.606)
O (0.520, -2.292, -0.474)
Cl (-1.232, 1.204, 0.741)
H (0.731, 1.640, -0.229)

Its spin multiplicity is 3. The expectation value of S² is 2.01. The value obtained for the orbital gap (alpha / beta) is 9.6082 / 10.6657 eV. The calculation puts the LUMO energy (alpha / beta) at 1.1 / -1.6 eV. For the HOMO energy (alpha / beta), the calculation gives -8.5375 / -12.2348 eV.

The calculation returns the following largest force on an atom values, one per record and in order: 5.08 4.32 2.60 4.24 eV Å⁻¹.